[1]
17
Properties=species:S:1:pos:R:3:forces:R:3 method="wB97M-V/def2-TZVPD" molar_mass_g_mol=108.13 gap_ev=11.415 smiles=CC(C)(C)C(F)F de_lowest_kcal_mol=33.8
H 0.9197 1.9225 -0.6245 -1.68 -0.29 0.57
H 2.0817 0.3079 0.6556 0.23 0.43 0.11
C 0.0131 0.0758 0.1378 -0.91 -2.11 -1.63
C -0.1242 1.4265 -0.6304 2.53 -0.03 0.95
C -0.8113 -1.1576 -0.8239 3.46 1.04 0.72
H -0.1323 1.1341 -1.6340 -0.72 -0.05 -1.87
H 1.5685 -1.2783 0.7061 0.08 -2.63 1.41
H -0.0349 0.8178 2.1189 0.11 0.94 0.70
H -1.6183 0.4548 1.2608 -0.66 0.98 0.67
C 1.4592 -0.4241 0.1609 -0.91 2.66 -0.38
H -0.7734 -0.8108 2.0377 0.72 0.90 -0.63
F -0.0763 -1.2002 -2.0256 -0.56 0.25 0.34
H 1.8269 -0.5661 -0.8187 0.47 -0.16 -1.08
H -0.7315 -2.2461 -0.5206 -0.54 1.35 0.48
F -2.0345 -0.7769 -1.1381 -1.02 0.05 0.03
H -0.9216 2.1424 -0.3637 0.38 -0.68 -0.01
C -0.6107 0.1784 1.5016 -0.99 -2.66 -0.38

---

[2]
30
Properties=species:S:1:pos:R:3:forces:R:3 method="wB97M-V/def2-TZVPD" molar_mass_g_mol=191.23 gap_ev=7.590 de_lowest_kcal_mol=5.1
H -1.1852 2.2573 -3.1399 0.01 0.05 0.78
H -3.4455 -0.4419 1.8035 -1.85 0.60 -0.02
C 0.7725 0.2964 0.9830 -3.32 -1.98 0.19
H -2.2321 -0.3078 3.1411 -0.37 -0.18 -0.52
C 0.9021 0.9713 -1.7806 1.40 1.18 -2.23
C -0.7145 2.6131 -2.1989 -1.60 0.58 2.61
O 2.2917 0.7277 -1.7230 -0.26 -0.84 0.26
H 2.0449 -2.0758 1.9013 -0.48 -0.30 -1.24
H -1.5967 0.8761 1.0987 0.26 -0.56 -0.09
H -2.4280 -1.7277 2.1344 0.24 -1.84 0.09
C 1.3434 -2.6072 1.2165 -0.94 -0.31 -0.98
C -0.2715 -0.6323 1.1020 3.90 1.59 0.22
O 0.3106 1.6196 0.8676 1.08 -0.50 0.20
O 2.1085 0.0223 1.0333 -0.39 0.53 0.75
H -1.2722 2.3782 -1.1794 0.36 -0.22 -2.29
H 0.8349 2.0915 1.5091 0.21 0.79 0.37
H 2.5516 0.2570 0.2165 -0.01 0.22 -0.80
N 0.6268 2.1766 -2.0125 0.43 -0.14 -0.03
H -0.2006 -0.5340 -2.9862 1.16 0.19 1.19
H 1.5978 -2.7701 0.0882 0.57 0.48 2.17
H 1.1555 -3.5739 1.6736 0.45 -0.44 -0.19
H -0.6760 -2.5669 0.6694 0.73 0.46 0.67
C 0.0411 -0.2482 -1.9078 0.76 -1.04 -0.53
H -0.9302 -0.0931 -1.5497 -1.44 0.79 0.92
H 0.4248 -1.0505 -1.2409 0.00 0.20 -1.16
N -0.0118 -2.0267 1.2601 -1.76 0.85 -0.53
H -0.7837 3.7184 -2.1234 0.37 -0.51 -0.71
C -2.4877 -0.6898 2.1263 1.88 1.61 0.18
H 2.8161 1.4841 -2.0700 -1.13 -0.31 0.42
N -1.5866 -0.1439 1.0880 -0.26 -0.96 0.32

---

[3]
41
Properties=species:S:1:pos:R:3:forces:R:3 method="wB97M-V/def2-TZVPD" molar_mass_g_mol=251.20 gap_ev=9.264 charge=-1 de_lowest_kcal_mol=54.9
H -2.1408 0.5669 2.8660 -0.28 0.18 0.22
H -2.2068 0.1796 -0.8537 0.24 -0.18 -0.34
H 2.2517 -0.8928 -0.1448 1.45 0.15 -1.09
H -0.9715 -0.2963 2.7412 0.26 0.00 0.02
O -0.1002 -3.9849 0.8127 -0.85 -1.25 -0.05
H -4.6783 0.4513 -1.2979 0.44 -0.14 -0.17
H -0.1905 -3.0903 1.1034 0.15 0.93 0.05
H 3.4425 1.7108 -1.5167 -0.38 0.18 0.27
O 2.8195 2.4388 1.7383 0.32 0.35 0.26
H 0.2394 1.6032 1.5477 -0.02 0.09 0.06
O 3.3014 -0.9446 -0.3336 -1.01 0.36 0.22
H 0.1218 -1.3773 -2.8769 0.21 0.18 0.05
O -1.9722 4.3104 2.3405 -0.07 0.08 0.06
H -2.0773 0.6869 0.6088 0.16 -0.06 -0.65
O -2.6878 0.5905 -0.1427 -0.72 0.33 0.73
O 4.0976 1.5687 -2.1992 0.33 -0.21 -0.14
H 0.8134 -4.2305 0.7421 0.60 0.24 -0.06
H -4.6649 -0.2048 -2.7302 0.16 0.75 0.72
O 0.9947 0.8509 -2.0644 -0.44 0.71 -0.13
H 2.7557 -1.6013 2.8981 -0.03 0.61 0.32
H 3.0323 -2.8695 2.2389 0.47 -0.20 -0.22
O -5.1768 0.3573 -2.1145 -0.97 0.05 -0.39
O -1.6436 -0.0639 3.3922 -0.11 -0.20 0.07
O 3.4996 -2.0721 2.5187 -0.46 -0.37 -0.01
O -0.2762 0.8576 1.2379 0.49 0.20 -0.87
H 1.7811 0.7251 -2.5981 0.33 -0.14 0.19
H -3.8333 -1.8114 -2.2801 0.74 -0.89 0.38
H 0.2353 0.4257 0.4589 -0.52 -0.39 1.60
O -0.7312 -1.4271 -2.4469 -0.44 -0.24 -0.25
H 4.5366 0.7765 -1.8624 -0.08 -0.08 -0.08
H 2.7011 1.4880 1.7209 -0.20 -0.21 -0.24
H 1.1126 -1.7278 0.4543 -0.49 -0.29 0.19
H 3.6373 -1.0763 0.5512 0.51 -0.14 0.33
H -1.0905 4.0611 2.0536 0.00 -0.04 -0.06
H -0.6377 -0.8744 -1.6577 0.47 -0.46 -0.02
H -2.3191 -1.4197 -2.9418 -0.33 -0.66 0.76
O 0.8028 -1.0075 -0.0910 -0.13 0.47 -0.17
H -2.5444 4.0998 1.5958 0.03 -0.07 -0.03
H 2.0091 2.8493 1.4317 -0.04 -0.15 -0.16
O -3.2741 -1.2423 -2.7957 -0.27 0.98 -1.18
H 1.0543 0.2888 -1.2770 0.52 -0.46 -0.22

---

[4]
15
Properties=species:S:1:pos:R:3:forces:R:3 method="wB97M-V/def2-TZVPD" molar_mass_g_mol=87.12 gap_ev="7.669 / 7.015" de_lowest_kcal_mol=111.8
H -1.7111 -0.0086 1.3191 0.15 0.11 -0.16
H 1.4864 -1.4358 -0.2668 0.07 0.02 0.02
C -0.9028 0.3959 0.7149 -0.13 -0.63 -0.09
H -0.2734 -2.1413 -1.2776 -0.12 0.08 0.06
C -0.9154 -1.5818 -0.5942 -0.05 -0.15 -0.07
H 1.7581 0.2423 -0.8049 -0.22 -0.17 0.06
H 1.5467 -0.1090 0.9036 -0.17 -0.11 -0.11
H -1.1034 -2.2086 0.2933 0.06 0.07 -0.12
H -1.8698 -1.4036 -1.1000 0.15 0.05 0.12
H 0.6443 3.1996 0.6536 -0.21 0.07 -0.05
C 0.4811 2.1972 0.2911 -0.14 0.35 -0.16
N -0.2632 -0.3252 -0.2599 0.07 0.02 0.13
H 0.4079 1.9968 -0.7755 0.25 0.03 0.14
O -0.5008 1.5761 1.0027 0.22 0.48 0.30
C 1.2154 -0.3941 -0.0996 0.07 -0.23 -0.06

---

[5]
57
Properties=species:S:1:pos:R:3:forces:R:3 method="wB97M-V/def2-TZVPD" molar_mass_g_mol=613.82 gap_ev="8.574 / 5.623" charge=+2 spin_multiplicity=6 s_squared=8.789 de_lowest_kcal_mol=134.0
N 2.2282 1.2613 -2.1534 0.12 0.01 0.02
H -1.3826 -0.3963 4.1006 0.04 0.03 0.02
C 1.1964 -5.0561 -0.0722 -0.03 0.02 0.02
S -1.8783 3.0767 -2.2511 -0.15 -0.04 -0.17
H 0.1174 1.2623 -2.0862 0.08 0.04 -0.01
H -3.0608 -0.0448 2.2563 0.00 -0.03 -0.05
H -3.9015 0.8980 0.1392 0.01 -0.03 0.04
S -0.7445 -1.5769 -0.2312 -0.28 -0.15 -0.14
H -0.9771 -7.9413 -1.0507 0.00 -0.03 -0.01
H 3.2150 1.5925 1.3611 -0.02 -0.02 -0.02
C -0.3808 -3.2423 -0.1818 0.15 0.01 0.05
O -0.3057 -8.3323 -0.4780 -0.07 -0.04 -0.04
C 1.7096 0.7899 2.7217 -0.05 -0.26 -0.06
S -1.9414 1.8163 1.1938 0.03 -0.05 -0.22
C 2.3848 1.9442 1.9736 0.11 0.18 0.07
C 0.9633 1.9208 -2.3848 -0.12 -0.12 0.00
H -3.5000 1.4552 -2.1475 0.03 0.05 0.01
N -0.6704 4.7102 -0.5101 0.34 0.04 0.11
H 0.8006 2.0538 -3.4553 0.03 0.05 0.02
O -1.7500 5.1328 -0.3964 -0.38 0.12 0.04
C -1.1866 -5.5126 -0.1324 -0.05 -0.02 -0.01
C -3.2527 1.7530 -0.0550 -0.09 0.16 0.20
H -2.0307 0.7596 -1.5433 -0.05 0.10 0.03
S 0.1932 1.3552 3.5799 0.00 0.03 0.04
H 1.9662 -0.6559 -1.5521 0.10 0.08 0.03
O 1.4690 -7.7254 0.7007 -0.06 0.03 -0.05
N 2.1306 0.2632 -1.1355 -0.03 -0.19 -0.20
C -2.3654 0.7309 2.5770 -0.08 0.18 0.04
H 2.7631 3.0634 -0.7857 -0.04 0.01 0.00
N -0.5737 3.4607 -1.2239 0.11 -0.04 0.06
H 1.9271 4.1404 -3.2540 0.01 -0.02 -0.03
C -2.6706 1.6531 -1.4591 0.02 -0.21 -0.16
H -0.6759 -0.6430 2.5224 -0.02 0.04 0.03
H -2.8699 1.4027 3.2756 -0.02 -0.06 0.03
N 1.0592 4.2949 -2.7555 -0.06 0.11 0.02
H 3.0164 0.2118 -0.6368 -0.06 0.05 0.00
C -1.0978 0.1206 3.1841 0.07 -0.17 -0.01
C 0.4962 -7.4231 0.0769 0.12 -0.02 0.08
H 2.2024 -5.4439 0.0039 0.03 0.00 0.00
H 1.7680 -3.0027 -0.1284 0.02 0.02 0.00
H 2.7791 2.6724 2.6825 0.00 -0.02 -0.02
H 2.6444 0.8840 -2.9952 -0.10 -0.02 0.02
H 1.9316 4.5639 -0.3241 -0.02 -0.03 0.01
H -2.4672 -3.7979 -0.2081 -0.04 0.01 0.00
H 2.4129 0.3658 3.4397 -0.05 0.04 0.04
C 0.9499 -3.7097 -0.1356 0.09 -0.02 0.00
H -2.0112 -6.2132 -0.1019 -0.02 0.01 0.00
C 0.8227 3.3208 -1.7198 0.11 -0.12 -0.08
H 1.4556 -0.0486 2.0421 0.02 0.12 0.05
C 1.8019 3.5034 -0.5263 0.13 0.00 0.01
O -1.8312 3.1854 1.6852 0.00 0.04 0.02
Ru 0.0865 0.5874 0.1273 0.23 0.38 0.25
C 0.1301 -5.9663 -0.0786 0.09 0.04 0.02
H -3.8053 2.6805 0.1105 -0.04 -0.04 -0.05
C -1.4502 -4.1616 -0.1801 -0.06 0.00 0.00
S 1.1034 2.7627 0.9735 -0.11 -0.26 -0.05
H 1.0568 5.2441 -2.3974 0.02 0.01 -0.03

---

[6]
62
Properties=species:S:1:pos:R:3:forces:R:3 method="wB97M-V/def2-TZVPD" molar_mass_g_mol=349.54 gap_ev=8.704 smiles=CC[N@H+]1CCC[C@@H]1CNC[C@H](O)COc1ccc(C(C)(C)C)cc1C charge=+1 de_lowest_kcal_mol=3.3
H -1.2460 0.2816 1.4171 -0.11 -0.10 -0.01
H -4.7171 -3.3088 -1.4374 -0.07 -0.02 -0.06
H 6.4180 1.2961 1.1478 0.01 0.14 0.01
H 5.9825 -0.0638 2.1816 -0.02 -0.01 0.12
H -3.5228 -4.2739 -0.5936 0.05 -0.06 0.00
H 6.0411 -0.5587 -2.0926 -0.02 -0.03 -0.12
H -2.5576 -2.1342 -1.4302 0.05 0.11 0.10
N -3.7382 -0.8605 -0.2824 0.26 0.29 -0.09
H 1.3349 -2.7285 0.1824 -0.01 -0.08 0.01
H -4.1910 -0.1982 -2.2345 0.06 -0.12 0.04
H 0.2495 -1.6734 -0.7332 -0.11 -0.07 -0.04
H 0.3172 2.6298 -1.3529 0.00 -0.05 0.11
H -5.4351 -1.2324 -1.4771 0.08 -0.02 0.02
H 6.4484 1.0040 -1.3860 0.01 0.13 -0.05
C -4.3427 -0.6224 1.0553 -0.26 0.09 0.68
H -6.4610 -0.1810 0.9410 0.00 0.00 0.02
C -4.7094 -0.4368 -1.3074 -0.41 0.32 -0.39
C 3.3324 -1.0594 0.0918 -0.02 0.16 -0.02
C 6.5109 -0.0708 -1.2412 -0.07 -0.07 0.15
H 7.5616 -0.3495 -1.2215 0.14 -0.02 -0.01
H -2.9306 -0.1383 -0.2496 -0.29 -0.55 -0.12
C 1.9963 -0.7000 0.0318 -0.28 0.16 -0.03
C -0.0969 2.2636 -0.4039 -0.22 0.37 -0.23
H -1.7822 2.5753 1.6535 -0.11 -0.02 0.00
H -3.6461 0.6193 2.7084 -0.02 -0.09 -0.03
H 0.2233 2.9331 0.4028 -0.01 -0.04 -0.06
H -2.4024 -2.3396 0.3207 0.04 0.13 -0.05
H -4.7131 -1.5589 1.4724 0.06 0.03 -0.11
C -5.5156 0.3405 0.7957 -0.03 0.03 -0.10
C 6.0441 -2.0089 0.2405 -0.08 0.26 -0.03
C 4.3584 -0.1258 0.0010 0.00 0.04 0.00
C 2.6692 1.5970 -0.2168 -0.30 0.15 -0.02
C -3.2135 -0.0725 1.9790 0.00 -0.14 -0.06
H 7.1106 -2.2174 0.2794 0.09 -0.02 0.00
H -4.7282 -3.3943 0.3281 -0.08 -0.04 0.08
H -2.7757 -0.9023 2.5363 0.03 0.07 -0.02
H 2.4367 2.6435 -0.3361 -0.04 0.11 -0.01
O -2.0278 1.2103 -1.3897 0.01 0.08 -0.47
C -1.6269 2.2289 -0.4882 0.26 0.18 0.45
H 7.5271 -0.0586 1.3280 0.14 -0.01 0.02
C -2.2734 1.9602 0.8906 0.13 0.04 -0.44
C 5.8289 -0.5036 0.0642 0.21 -0.05 0.01
C -5.3755 0.7697 -0.6677 -0.04 -0.11 0.02
N -2.1901 0.5347 1.1565 0.42 0.11 0.65
H -6.3357 0.9989 -1.1213 0.01 0.03 -0.07
H -1.2455 0.6564 -1.5261 -0.07 -0.05 -0.02
H 5.6258 -2.5664 -0.5944 -0.05 -0.12 -0.07
H 5.6012 -2.3633 1.1685 -0.06 -0.11 0.09
H -3.3245 2.2469 0.8532 -0.03 0.02 0.03
H -4.7313 1.6413 -0.7705 0.02 0.04 -0.03
H 0.3096 -1.5647 1.0277 -0.12 -0.06 0.07
C 3.9949 1.2064 -0.1548 -0.01 -0.13 0.02
O 0.3113 0.9330 -0.1683 0.15 -0.16 0.10
H 3.5597 -2.1057 0.2121 0.06 -0.15 0.02
C -3.1145 -2.1841 -0.4920 0.11 -0.55 -0.05
H 4.7504 1.9719 -0.2309 0.12 0.08 -0.01
C 6.4779 0.2167 1.2544 -0.07 -0.11 -0.14
C 1.6667 0.6478 -0.1238 0.24 -0.29 0.01
H -1.9857 3.1895 -0.8733 0.12 -0.07 0.07
H -5.5049 1.1901 1.4745 0.00 -0.01 0.09
C 0.9093 -1.7307 0.1323 0.10 0.13 -0.02
C -4.0912 -3.3491 -0.5508 0.04 0.21 -0.01

---

[7]
9
Properties=species:S:1:pos:R:3:forces:R:3 method="wB97M-V/def2-TZVPD" molar_mass_g_mol=172.41 gap_ev=8.276 de_lowest_kcal_mol=100.7
H 2.5245 1.6139 0.2250 -0.72 -0.80 0.58
O -0.8411 -1.5050 -0.7727 0.89 -1.66 -1.42
C 1.6695 1.0373 0.7288 0.38 2.26 0.15
C -1.6854 -0.8145 -0.4006 1.67 -0.45 0.47
N -2.2606 -0.0394 0.2828 -4.49 2.57 0.23
H -3.1531 0.4207 -0.0523 1.62 -0.71 0.84
Cl 0.3082 1.5222 -0.3529 0.51 -0.19 -0.17
Br 2.3770 -0.8897 0.2283 0.95 -0.60 -0.63
H 1.0610 -1.3457 0.1137 -0.81 -0.42 -0.06

---

[8]
13
Properties=species:S:1:pos:R:3:forces:R:3 method="wB97M-V/def2-TZVPD" molar_mass_g_mol=127.17 gap_ev=7.419 de_lowest_kcal_mol=125.9
H -1.4756 0.7213 -1.5671 1.97 -0.95 1.58
H 2.5790 -1.2779 0.3370 -1.37 0.75 -1.14
S -0.9569 1.6624 2.6803 -0.04 0.19 1.83
C -0.6356 0.2025 -0.9285 -1.66 -2.16 1.50
N 1.1033 -1.4190 -1.2161 1.95 0.49 2.62
N 0.7297 -0.4372 0.8848 -0.66 4.16 4.27
H -1.9665 1.9377 0.5145 1.64 -1.37 0.99
C -0.2575 0.4923 0.4029 -1.61 -2.02 -4.79
N -0.3194 -1.3443 -1.3721 0.15 6.67 -4.55
C -1.1509 1.3687 1.1384 0.05 1.19 -2.11
H -0.3640 -0.9858 -2.6245 -0.01 -2.21 4.48
C 1.5502 -0.9691 -0.0511 0.49 -2.84 -2.04
H 1.1643 0.0486 1.8015 -0.91 -1.88 -2.64